Entry 1:
A 2-piece molecular cluster, C2H4NO4 overall in a non-equilibrium geometry, computed with ωB97M-V/def2-TZVPD.

Properties
Energy above the lowest of the compared OMol25 structures with the same formula, charge and spin   2.489 eV
LUMO   3.7 eV
HOMO   -5.12 eV
Net charge   -1

Last column: Löwdin charge in e.
CARTESIAN COORDINATES (ANGSTROEM)
O1 1.66 -0.07 0.36  -0.0477
C1 1.04 0.79 1.06  -0.2758
N1 -0.41 0.79 1.01  0.0578
C2 -1.29 -0.11 0.26  -0.7927
O2 -0.79 -0.99 -0.39  0.0125
O3 -2.50 0.10 0.44  -0.0491
H1 1.48 1.54 1.71  0.0909
H2 -0.99 1.41 1.90  0.2193
H3 -0.14 -1.05 -1.67  0.0362
H4 1.43 -1.11 -2.12  0.0202
O4 0.52 -1.30 -2.55  -0.2716

Entry 2:
C4H8O2 in the gas phase, computed with ωB97M-V/def2-TZVPD.

Properties
Energy above the lowest of the compared OMol25 structures with the same formula, charge and spin   1.184 eV
LUMO   0.9 eV
HOMO   -9.77 eV
SMILES   O[C@H]1CCOC1
Net charge   0

Last column: Löwdin charge in e.
CARTESIAN COORDINATES (ANGSTROEM)
O1 -1.14 -0.01 -1.57  -0.0196
C1 0.12 -0.27 -0.99  -0.3640
C2 0.61 0.92 -0.16  -0.1084
C3 -0.11 0.70 1.19  -0.1847
O2 -0.58 -0.65 1.18  -0.1396
C4 0.02 -1.33 0.10  -0.1592
H1 -1.77 0.10 -0.84  0.0962
H2 0.80 -0.54 -1.80  0.1498
H3 0.36 1.87 -0.64  0.1189
H4 1.70 0.88 -0.02  0.1158
H5 -0.98 1.35 1.32  0.1176
H6 0.56 0.86 2.04  0.1164
H7 1.02 -1.72 0.37  0.1290
H8 -0.62 -2.17 -0.18  0.1317

Entry 3:
C2H3I3O as an isolated structure in a non-equilibrium geometry, computed with ωB97M-V/def2-TZVPD.

Properties
Energy above the lowest of the compared OMol25 structures with the same formula, charge and spin   0.697 eV
LUMO   -0.9 eV
HOMO   -9.16 eV
Net charge   0

Last column: Löwdin charge in e.
CARTESIAN COORDINATES (ANGSTROEM)
C1 -0.27 0.18 -0.02  -0.9963
C2 1.01 0.78 -0.64  -1.1721
O1 -0.18 0.30 1.35  -0.1725
I1 3.08 -0.15 -0.73  0.6302
I2 1.20 2.81 0.09  0.7206
I3 -2.11 1.01 -0.82  0.8107
H1 -0.15 -0.88 -0.50  0.1078
H2 0.74 1.08 -1.72  -0.0038
H3 -0.91 0.59 1.88  0.0755

Entry 4:
C24H45N4O5PZr as an isolated structure, computed with ωB97M-V/def2-TZVPD.

Properties
Energy above the lowest of the compared OMol25 structures with the same formula, charge and spin   0.000 eV
LUMO   -6.7 eV
HOMO   -13.77 eV
Net charge   +2

Last column: Löwdin charge in e.
CARTESIAN COORDINATES (ANGSTROEM)
Zr1 -0.81 -0.59 0.13  1.8051
C1 -1.84 -3.71 -0.52  -0.1356
C2 -1.05 -3.36 -1.77  -0.1587
N1 -0.15 -2.19 -1.51  -0.1435
C3 0.31 -1.53 -2.76  -0.1577
C4 -0.67 -0.45 -3.17  -0.1794
N2 -0.80 0.51 -2.05  -0.1684
C5 -1.75 1.61 -2.34  -0.1742
C6 -1.83 2.60 -1.19  -0.1634
C7 -2.84 2.26 -0.11  -0.1653
N3 -2.54 1.01 0.67  -0.1250
C8 -3.80 0.21 0.83  -0.1714
C9 -4.04 -0.58 -0.43  -0.1514
N4 -2.86 -1.43 -0.74  -0.1405
C10 -3.09 -2.85 -0.33  -0.1665
H1 -1.18 -3.64 0.35  0.1089
H2 -2.15 -4.76 -0.56  0.1385
H3 -1.72 -3.11 -2.60  0.1283
H4 -0.45 -4.20 -2.11  0.1429
H5 0.67 -2.58 -1.04  0.1075
H6 0.44 -2.27 -3.56  0.1440
H7 1.29 -1.09 -2.57  0.1155
H8 -1.66 -0.86 -3.39  0.1190
H9 -0.33 0.05 -4.08  0.1430
H10 0.12 0.96 -1.96  0.0414
H11 -2.73 1.17 -2.55  0.1186
H12 -1.44 2.12 -3.26  0.1363
H13 -2.11 3.58 -1.58  0.1396
H14 -0.84 2.74 -0.74  0.0702
H15 -3.83 2.16 -0.55  0.1236
H16 -2.91 3.09 0.60  0.1396
H17 -2.29 1.31 1.61  0.1191
H18 -4.64 0.87 1.04  0.1425
H19 -3.67 -0.45 1.69  0.1179
H20 -4.20 0.10 -1.28  0.1154
H21 -4.94 -1.19 -0.34  0.1422
H22 -2.77 -1.44 -1.75  0.0913
H23 -3.92 -3.24 -0.93  0.1403
H24 -3.40 -2.84 0.71  0.1295
O1 0.48 -4.05 5.21  0.2270
C11 0.23 -3.40 4.25  -0.1980
C12 1.24 -3.00 3.12  -0.2426
O2 2.41 -3.23 3.06  0.1760
C13 0.40 -2.22 2.19  -0.2657
C14 -0.88 -2.10 2.60  -0.2553
O3 -1.67 -1.37 1.81  -0.2277
C15 -1.16 -2.81 3.86  -0.2426
O4 -2.19 -2.91 4.47  0.1831
O5 0.70 -1.61 1.05  -0.2704
C16 4.47 0.84 0.89  -0.0814
C17 3.15 0.07 0.71  -0.5101
C18 3.41 -1.11 -0.23  -0.0993
P1 1.70 1.14 0.24  1.0568
C19 2.40 2.36 -0.98  -0.5277
C20 2.76 1.71 -2.32  -0.0879
C21 1.58 3.62 -1.23  -0.0939
C22 1.22 2.16 1.71  -0.5491
C23 0.62 1.27 2.80  -0.1018
C24 2.28 3.09 2.30  -0.0830
H25 5.20 0.18 1.35  0.1008
H26 4.38 1.72 1.52  0.0594
H27 4.88 1.15 -0.07  0.0848
H28 2.84 -0.33 1.67  0.0966
H29 3.89 -0.81 -1.15  0.0693
H30 2.51 -1.68 -0.45  0.0339
H31 4.09 -1.80 0.27  0.1022
H32 3.33 2.67 -0.51  0.0981
H33 1.87 1.43 -2.89  0.0631
H34 3.39 0.83 -2.22  0.0597
H35 3.30 2.43 -2.94  0.1015
H36 0.75 3.44 -1.90  0.0633
H37 2.22 4.36 -1.72  0.1013
H38 1.21 4.09 -0.32  0.0732
H39 0.42 2.78 1.30  0.0856
H40 1.38 0.63 3.26  0.0952
H41 -0.18 0.61 2.45  0.0264
H42 0.20 1.89 3.59  0.1030
H43 3.03 2.53 2.85  0.0817
H44 1.81 3.77 3.01  0.0966
H45 2.78 3.69 1.55  0.0786

Entry 5:
C40H27FeNO5PS as an isolated structure in a non-equilibrium geometry, computed with ωB97M-V/def2-TZVPD.

Properties
Spin multiplicity   5
Expectation value of S²   6.039
LUMO (spin up / spin down)   2.4 / 2.4 eV
HOMO (spin up / spin down)   -2.25 / -3.45 eV
Net charge   -1

Last column: Löwdin charge in e.
CARTESIAN COORDINATES (ANGSTROEM)
Fe1 0.71 0.55 0.51  0.5684
O1 -0.48 1.59 3.07  -0.0035
C1 -0.75 1.31 1.94  -0.3977
C2 -2.09 1.16 1.32  -0.2016
C3 -3.33 1.04 2.08  0.0018
C4 -4.56 0.92 1.40  -0.0902
C5 -4.62 0.99 -0.01  -0.0945
C6 -3.45 1.08 -0.69  -0.1120
C7 -2.24 1.01 -0.03  -0.3400
P1 -0.83 0.96 -1.15  1.0477
C8 -1.18 0.16 -2.72  -0.3416
C9 -1.90 0.83 -3.70  -0.1097
C10 -2.39 0.10 -4.79  -0.0908
C11 -1.99 -1.24 -4.99  -0.0931
C12 -1.15 -1.85 -4.06  -0.0871
C13 -0.76 -1.17 -2.93  -0.0776
C14 -0.53 2.67 -1.69  -0.3300
C15 -1.33 3.75 -1.28  -0.0729
C16 -1.16 5.04 -1.84  -0.0978
C17 -0.13 5.29 -2.73  -0.1177
C18 0.56 4.19 -3.23  -0.1082
C19 0.46 2.94 -2.67  -0.0910
H1 -3.28 1.03 3.25  0.1370
H2 -5.47 0.86 2.00  0.0872
H3 -5.62 0.88 -0.46  0.1040
H4 -3.51 1.16 -1.78  0.0982
H5 -2.17 1.91 -3.67  0.1189
H6 -3.22 0.49 -5.41  0.1032
H7 -2.37 -1.77 -5.84  0.0847
H8 -0.85 -2.88 -4.22  0.1005
H9 -0.26 -1.73 -2.13  0.0930
H10 -2.11 3.56 -0.60  0.0798
H11 -1.98 5.85 -1.72  0.1234
H12 -0.05 6.34 -3.15  0.1141
H13 1.08 4.39 -4.15  0.0942
H14 1.12 2.15 -2.99  0.1097
S1 5.31 0.59 -0.51  1.0814
C20 4.84 -1.07 -0.34  -0.4969
C21 5.80 -2.10 -0.40  -0.1110
C22 5.33 -3.38 -0.40  -0.1169
C23 3.99 -3.64 -0.14  -0.1145
C24 3.07 -2.67 0.09  -0.0027
C25 3.50 -1.31 -0.01  -0.2197
N1 2.72 -0.10 0.04  0.0458
C26 3.62 0.93 -0.08  -0.4607
C27 3.19 2.23 0.44  -0.2713
C28 3.90 3.41 0.46  -0.0720
C29 3.28 4.68 0.61  -0.1004
C30 1.97 4.67 1.01  -0.1110
C31 1.28 3.47 1.14  -0.1411
C32 1.82 2.28 0.81  -0.1574
H15 6.85 -1.87 -0.50  0.0928
H16 6.01 -4.21 -0.44  0.0937
H17 3.64 -4.67 -0.17  0.1064
H18 2.10 -2.94 0.48  0.1008
H19 4.96 3.34 0.22  0.0796
H20 3.82 5.63 0.42  0.1001
H21 1.42 5.60 1.10  0.0975
H22 0.25 3.50 1.48  0.0793
O2 -1.51 -2.15 -0.32  0.0048
C33 -0.81 -2.10 0.70  -0.5750
O3 0.25 -1.39 0.93  -0.1641
C34 -1.24 -3.01 1.86  -0.1192
C35 -2.11 -4.12 1.61  -0.0208
C36 -2.44 -5.02 2.64  0.0016
C37 -1.81 -4.76 3.86  -0.2265
O4 -1.86 -5.57 4.98  -0.0114
C38 -0.82 -5.03 5.90  -0.1024
O5 -0.23 -3.91 5.23  -0.0065
C39 -0.98 -3.66 4.12  -0.2062
C40 -0.64 -2.78 3.10  0.0750
H23 -2.42 -4.25 0.58  0.1083
H24 -3.13 -5.88 2.53  0.1172
H25 0.05 -5.73 5.99  0.1349
H26 -1.22 -4.67 6.88  0.1381
H27 0.07 -1.92 3.15  0.1415

Entry 6:
A 2-piece molecular cluster, C3H6O2 overall, computed with ωB97M-V/def2-TZVPD.

Properties
Energy above the lowest of the compared OMol25 structures with the same formula, charge and spin   5.903 eV
LUMO (spin up / spin down)   -2.0 / -2.0 eV
HOMO (spin up / spin down)   -9.34 / -9.35 eV
Net charge   0

Last column: Löwdin charge in e.
CARTESIAN COORDINATES (ANGSTROEM)
C1 -0.03 -1.86 0.42  -0.1926
O1 0.17 -0.50 0.15  -0.2275
C2 -0.47 1.58 0.22  0.1835
C3 0.52 1.46 -0.82  -0.3550
O2 0.28 0.77 -1.79  0.0656
H1 -0.50 -2.02 1.38  0.0711
H2 -0.67 -2.34 -0.35  0.0801
H3 0.93 -2.43 0.42  0.0832
H4 -0.32 2.32 1.01  0.0828
H5 -1.46 1.21 0.02  0.0844
H6 1.55 1.83 -0.65  0.1244

Entry 7:
A 4-piece molecular cluster, C4H15NO2 overall in a non-equilibrium geometry, computed with ωB97M-V/def2-TZVPD.

Properties
Energy above the lowest of the compared OMol25 structures with the same formula, charge and spin   6.963 eV
LUMO   -1.6 eV
HOMO   -8.33 eV
Net charge   0

Last column: Löwdin charge in e.
CARTESIAN COORDINATES (ANGSTROEM)
C1 -1.82 1.07 1.18  -0.0170
C2 -1.81 0.67 -0.28  -0.2887
N1 -0.40 0.47 -0.57  -0.1418
C3 -0.04 -0.33 -1.73  -0.3072
C4 1.47 -0.43 -1.85  -0.0893
H1 -1.69 2.15 1.20  0.1064
H2 -2.48 0.61 1.92  0.1130
H3 -0.85 0.54 1.49  0.0170
H4 -2.30 1.41 -0.92  0.1158
H5 -2.43 -0.25 -0.35  0.1245
H6 -0.13 -0.23 0.36  -0.0252
H7 -0.49 0.14 -2.62  0.1032
H8 -0.50 -1.35 -1.70  0.1177
H9 1.95 0.53 -1.97  0.0705
H10 1.62 -1.08 -2.72  0.0701
H11 1.88 -0.97 -1.00  0.0535
H12 0.04 0.82 1.53  0.3689
H13 3.41 -0.42 2.01  0.0224
O1 2.75 -0.10 1.40  -0.0963
H14 -0.34 -1.40 1.90  -0.0053
H15 1.93 -0.61 1.58  -0.0198
O2 0.23 -1.24 1.14  -0.2924

Entry 8:
A 2-piece molecular cluster, C9H14 overall in a non-equilibrium geometry, computed with ωB97M-V/def2-TZVPD.

Properties
Energy above the lowest of the compared OMol25 structures with the same formula, charge and spin   0.621 eV
LUMO   1.0 eV
HOMO   -9.02 eV
SMILES   Cc1ccccc1.CC
Net charge   0

Last column: Löwdin charge in e.
CARTESIAN COORDINATES (ANGSTROEM)
C1 0.46 0.79 3.03  -0.0550
C2 -0.27 0.53 1.74  -0.2791
C3 0.34 0.72 0.50  -0.0706
C4 -0.30 0.59 -0.72  -0.1107
C5 -1.63 0.18 -0.66  -0.1001
C6 -2.30 0.07 0.54  -0.0958
C7 -1.62 0.17 1.75  -0.0509
H1 0.47 -0.08 3.69  0.0789
H2 -0.06 1.60 3.56  0.0828
H3 1.49 1.10 2.85  0.0728
H4 1.41 0.92 0.48  0.1115
H5 -0.02 1.10 -1.64  0.1119
H6 -2.16 0.05 -1.60  0.1013
H7 -3.36 -0.12 0.58  0.1023
H8 -2.17 0.05 2.68  0.1115
C8 2.00 -1.56 -1.95  -0.1668
C9 2.01 -0.99 -3.34  -0.1717
H9 1.29 -1.01 -1.32  0.0190
H10 1.59 -2.57 -1.86  0.0661
H11 2.96 -1.58 -1.43  0.0677
H12 1.06 -0.56 -3.64  0.0518
H13 2.76 -0.20 -3.47  0.0661
H14 2.30 -1.68 -4.13  0.0570

| no. | energy (Eh) |
| --- | --- |
| 1 | -434.3756 |
| 2 | -307.6689 |
| 3 | -1046.2743 |
| 4 | -1924.7436 |
| 5 | -3974.6398 |
| 6 | -268.1883 |
| 7 | -366.3953 |
| 8 | -351.3074 |